Version i
Formula: C2H2N3P
Source: the Open Molecules 2025 dataset
Level of theory: ωB97M-V/def2-TZVPD

Summary:
LUMO	-0.1	eV
M	99.033	g mol⁻¹
highest occupied orbital energy	-10.2401	eV
frontier orbital gap	10.12	eV
total charge	0

Element x y z (Å)
C: 2.350 -0.707 -3.694
C: 1.463 -0.874 -1.421
N: 2.716 -0.678 -4.780
N: 0.900 -0.829 -0.347
N: 1.882 -0.608 -2.503
P: -0.398 0.315 -0.443
H: -0.042 0.951 0.757
H: -1.284 -0.535 0.241

Results of the Mulliken charge analysis, in e, for atoms 1 through 6: 0.41 0.59 -0.40 -0.43 -0.24 -0.06

***

Version ii
Formula: C2H2N3P
Source: the Open Molecules 2025 dataset
Level of theory: ωB97M-V/def2-TZVPD

Summary:
LUMO	-1.1	eV
M	99.033	g mol⁻¹
highest occupied orbital energy	-10.0020	eV
frontier orbital gap	8.91	eV
total charge	0

Element x y z (Å)
C: -0.254 -1.066 -0.599
C: 3.589 -0.543 0.311
N: -1.006 -1.192 0.286
N: 3.909 -1.434 0.965
N: 2.366 1.627 0.036
P: 3.206 0.714 -0.947
H: 1.859 2.516 -0.076
H: -1.792 -1.197 0.895

Results of the Mulliken charge analysis, in e, for atoms 1 through 6: -0.13 0.27 -0.15 -0.32 -0.41 0.19

***

Last place for stability: version ii